# C15H19N7O7PdS2

A structure of composition C15H19N7O7PdS2 (ωB97M-V/def2-TZVPD, OMol25).

Results
Total energy ... -2417.22326 a.u.
Total charge ... -2

Atoms and positions in Å:
Pd: 0.3531 -0.3074 -0.2459
N: 2.3600 -1.4123 1.3694
N: 2.6972 -0.1741 1.9287
C: 1.8186 0.8158 2.1656
N: 2.2971 1.9560 2.6719
N: 0.5402 0.6267 1.8054
N: -0.3970 1.4888 2.2406
O: -1.4121 1.5757 1.5752
O: -0.2418 2.1182 3.3038
H: 1.5162 -1.7748 1.8026
H: 2.1790 -1.3079 0.3635
H: 3.6331 0.1082 1.6229
H: 3.2904 2.1002 2.7025
H: 1.6465 2.5900 3.1003
C: -6.6822 -0.3161 0.6269
C: -5.3980 -1.0912 0.4791
C: -5.3931 -2.4809 0.4702
C: -4.2074 -3.1917 0.3176
C: -3.0083 -2.5145 0.1675
C: -2.9993 -1.1255 0.1815
C: -4.1825 -0.4242 0.3365
S: -1.4630 -3.4145 0.0056
O: -1.8604 -4.8163 -0.0463
O: -0.8603 -2.9282 -1.2318
O: -0.7150 -3.0413 1.2011
H: -7.4954 -0.9617 0.9636
H: -6.9846 0.1335 -0.3228
H: -6.5704 0.4955 1.3487
H: -6.3301 -3.0176 0.5887
H: -4.1922 -4.2737 0.3105
H: -2.0602 -0.5877 0.0864
H: -4.1509 0.6602 0.3568
S: -1.8195 1.0472 -2.4901
C: -0.7101 2.3631 -2.3201
C: 0.5455 1.8972 -2.1480
N: 0.6986 0.5243 -2.2025
C: -0.4792 -0.0760 -2.3017
H: -1.0480 3.3850 -2.2776
H: 1.4143 2.5026 -1.9326
H: -0.6189 -1.1385 -2.4578
O: 4.3076 2.6162 0.7756
C: 4.6582 1.8073 -0.0892
C: 5.0520 2.2464 -1.5051
C: 5.3991 0.9328 -2.1839
C: 5.2839 -0.0963 -1.0433
O: 5.6220 -1.2601 -1.1857
N: 4.7648 0.4767 0.0808
H: 5.8915 2.9408 -1.4323
H: 4.2192 2.7846 -1.9598
H: 6.4018 0.8901 -2.6107
H: 4.6900 0.6490 -2.9628

# C33H88O33S11

A cluster of 11 separate species, C33H88O33S11 in total at a distorted geometry (ωB97M-V/def2-TZVPD, OMol25).

Results
Total energy ... -8172.64081 a.u.
Total charge ... 0

Atoms and positions in Å:
O: -2.8075 3.6553 7.3413
S: -2.9449 3.8004 5.8625
O: -2.2621 2.8476 4.9889
O: -4.4933 3.8069 5.4592
C: -5.4446 4.6393 6.2234
C: -6.1307 5.3999 5.0584
C: -2.4052 5.5714 5.3857
H: -4.8479 5.3403 6.8071
H: -6.1614 4.1209 6.8601
H: -7.2115 5.3011 5.1602
H: -5.8103 5.0379 4.0815
H: -6.0262 6.4848 5.0501
H: -2.1234 6.0325 6.3323
H: -3.2915 5.9135 4.8513
H: -1.6055 5.4361 4.6576
O: 3.2018 -3.1607 -6.1488
S: 4.0214 -4.2683 -5.5813
O: 3.3722 -5.4976 -5.2009
O: 5.1700 -4.7492 -6.6543
C: 5.8312 -3.8423 -7.4379
C: 5.0676 -3.7032 -8.7782
C: 5.0912 -3.8044 -4.1285
H: 6.8718 -4.1224 -7.6014
H: 5.9002 -2.8568 -6.9773
H: 5.0286 -4.6693 -9.2813
H: 5.5469 -3.0121 -9.4716
H: 4.2397 -2.9999 -8.6876
H: 5.1856 -4.6703 -3.4732
H: 4.3862 -3.1395 -3.6296
H: 5.9675 -3.2239 -4.4172
O: 7.2701 -8.9462 3.1224
S: 6.5805 -7.9112 2.3942
O: 5.0995 -7.8955 2.2932
O: 7.1130 -6.4549 3.0332
C: 6.5243 -5.2462 2.5912
C: 6.1368 -4.4795 3.8667
C: 7.3332 -7.7740 0.7769
H: 5.7911 -5.3271 1.7887
H: 7.4294 -4.8140 2.1643
H: 5.7878 -3.4658 3.6699
H: 7.0236 -4.3677 4.4905
H: 5.3096 -5.0211 4.3255
H: 7.1974 -8.7885 0.4024
H: 8.3419 -7.4391 1.0188
H: 6.8818 -7.0161 0.1365
O: -6.3383 -0.7229 4.9859
S: -6.5295 -0.6001 3.5492
O: -6.9538 -1.6986 2.7360
O: -7.4960 0.6865 3.2479
C: -8.9046 0.5258 3.0731
C: -9.8265 0.4370 4.3050
C: -4.9751 0.0244 2.7851
H: -8.9958 -0.3651 2.4519
H: -9.1630 1.4210 2.5074
H: -10.2924 -0.5475 4.3473
H: -10.5647 1.2255 4.4509
H: -9.2952 0.7061 5.2179
H: -4.9984 1.1128 2.8387
H: -5.0782 -0.3673 1.7732
H: -4.0624 -0.3371 3.2588
O: 6.0772 1.6549 -5.8575
S: 5.2546 2.6956 -5.3041
O: 5.8788 4.0452 -5.2640
O: 3.7050 2.7480 -6.0726
C: 2.9757 1.4277 -6.2851
C: 1.6980 1.5335 -5.5229
C: 4.8256 2.4100 -3.5424
H: 3.5986 0.6211 -5.8985
H: 2.8887 1.3317 -7.3674
H: 1.1012 2.3387 -5.9512
H: 1.8356 1.6869 -4.4525
H: 1.2228 0.5525 -5.5214
H: 5.0293 1.3607 -3.3291
H: 3.7706 2.6448 -3.4006
H: 5.5856 2.9417 -2.9700
O: 4.9751 12.3480 -0.6024
S: 5.3627 11.1593 -1.3635
O: 6.6556 11.1125 -2.0200
O: 5.2512 9.8183 -0.4338
C: 5.5388 8.5127 -1.0427
C: 4.7754 7.4818 -0.1820
C: 3.8704 10.8860 -2.4658
H: 6.5676 8.3085 -1.3395
H: 5.1829 8.5462 -2.0724
H: 4.6844 6.5520 -0.7436
H: 3.7931 7.7842 0.1807
H: 5.2512 7.3262 0.7863
H: 4.0896 9.9767 -3.0255
H: 3.9885 11.7287 -3.1471
H: 3.0280 10.9998 -1.7836
O: -1.5844 -9.4926 -1.2021
S: -0.2552 -9.7541 -0.7231
O: 0.0376 -10.3729 0.5686
O: 0.6487 -10.6238 -1.8553
C: 0.1736 -10.4931 -3.1561
C: -0.4319 -11.7975 -3.7738
C: 0.7542 -8.2228 -0.8796
H: 0.9570 -10.1568 -3.8354
H: -0.4847 -9.6481 -3.3578
H: -1.4990 -11.9492 -3.6117
H: 0.1758 -12.5210 -3.2304
H: -0.3055 -11.8290 -4.8560
H: 1.7476 -8.4888 -0.5182
H: 0.1964 -7.5813 -0.1973
H: 0.6692 -7.8727 -1.9083
O: -2.5329 8.5952 1.3851
S: -1.2978 8.1511 0.7282
O: -0.6552 6.8298 0.8970
O: -1.3864 8.5548 -0.8713
C: -2.5753 9.3799 -1.2023
C: -2.7391 9.6602 -2.6788
C: 0.0605 9.3482 1.2653
H: -2.4542 10.3369 -0.6947
H: -3.4876 8.9019 -0.8454
H: -3.6462 10.2481 -2.8189
H: -2.8954 8.6538 -3.0671
H: -1.9667 10.1305 -3.2875
H: 0.6560 9.2370 0.3591
H: 0.5218 8.9566 2.1719
H: -0.4364 10.3179 1.2941
O: 2.6774 -0.3081 -0.0035
S: 1.6020 -0.2536 0.9230
O: 0.2370 -0.4285 0.4610
O: 1.9662 -1.3610 2.1064
C: 1.4693 -2.6752 2.1326
C: 0.1717 -2.5064 2.7447
C: 1.6726 1.4390 1.8231
H: 2.1420 -3.4141 2.5682
H: 1.3263 -3.1193 1.1475
H: -0.4960 -1.8962 2.1365
H: 0.2514 -2.0510 3.7318
H: -0.1960 -3.5270 2.8503
H: 1.8356 1.3293 2.8952
H: 0.6923 1.9118 1.7649
H: 2.4234 2.1013 1.3920
O: -7.3699 4.2010 -0.5635
S: -6.1773 4.8288 -1.0410
O: -5.5638 5.8527 -0.2188
O: -4.9747 3.6101 -1.2740
C: -3.6485 3.9400 -1.5030
C: -3.4051 3.3835 -2.9044
C: -6.3324 5.4434 -2.7163
H: -2.9917 3.5086 -0.7477
H: -3.4894 5.0129 -1.6107
H: -3.2418 2.3388 -2.6395
H: -2.4297 3.7067 -3.2680
H: -4.2215 3.5262 -3.6123
H: -5.4163 5.8475 -3.1472
H: -7.0010 6.3028 -2.7665
H: -6.6596 4.6243 -3.3567
O: -2.6275 -6.8214 4.8943
S: -2.6260 -8.0659 5.6467
O: -2.9274 -8.0132 7.0539
O: -3.8018 -9.0756 4.9000
C: -3.7566 -9.3189 3.4715
C: -5.1258 -9.0527 2.7662
C: -1.0318 -8.9919 5.4632
H: -3.4682 -10.3534 3.2851
H: -2.8983 -8.9344 2.9205
H: -6.0729 -9.1491 3.2972
H: -5.1912 -9.4638 1.7588
H: -5.0861 -7.9840 2.5558
H: -1.0021 -9.9224 6.0302
H: -0.3179 -8.2968 5.9052
H: -1.0075 -9.1782 4.3896

# C2H4O2S2

The molecule C2H4O2S2 at a distorted geometry (ωB97M-V/def2-TZVPD, OMol25).

Results
Total energy ... -1025.41007 a.u.
Total charge ... 0

Atoms and positions in Å:
C: 0.3460 -0.2154 -0.1553
C: 0.3927 -1.0709 1.2525
O: 1.4579 -1.3256 1.7233
O: -0.8371 -1.1810 1.7460
S: -1.0140 1.1618 -0.6220
S: -1.0962 2.0722 -2.6288
H: 1.3661 0.0476 -0.4575
H: 0.2613 -0.9823 -0.9493
H: -0.0936 3.1422 -2.5881
H: -0.7832 -1.6486 2.6793

# C3H6N2O

The molecule C3H6N2O (ωB97M-V/def2-TZVPD, OMol25).

Results
Total energy ... -302.49515 a.u.
Total charge ... 0

Atoms and positions in Å:
N: -1.1667 -0.6348 0.1969
C: -0.6864 0.6814 0.0431
C: 0.8698 0.6663 0.1987
O: 1.2106 0.1053 1.4158
C: 1.3046 -0.3683 -0.8878
N: 0.5821 -1.2841 -1.1099
H: -1.9685 -0.7672 -0.4177
H: -0.1287 -1.9935 -1.1101
H: -0.9601 1.2192 -0.8799
H: -0.9431 1.3266 0.9022
H: 1.3489 1.6407 0.0950
H: 0.5375 -0.5916 1.5536

# C3H11N3

The molecule C3H11N3 at a distorted geometry (ωB97M-V/def2-TZVPD, OMol25).

Results
Total energy ... -285.03700 a.u.
Total charge ... 0

Atoms and positions in Å:
C: -1.6754 -0.5134 -0.1575
C: 0.4686 -1.1780 -1.5709
C: 0.4222 1.8203 0.4938
N: 0.9611 -0.3666 1.4477
N: -0.2120 -0.2103 -0.6628
N: 0.7013 0.4344 0.2114
H: -2.2998 0.3877 -0.3142
H: -1.9976 -1.3343 -0.8396
H: -1.6884 -0.9360 0.8402
H: 1.3356 -0.6306 -1.8876
H: 0.7971 -2.1863 -1.2180
H: -0.2818 -1.3745 -2.2175
H: -0.0482 2.2813 -0.3698
H: -0.1683 1.9742 1.5234
H: 1.4746 2.3156 0.7474
H: 0.2693 -0.1523 2.1854
H: 1.9415 -0.3313 1.7886

# C3H6N9O

The ion C3H6N9O with charge +1 at a distorted geometry (ωB97M-V/def2-TZVPD, OMol25).

Results
Total energy ... -685.49936 a.u.
Total charge ... +1

Atoms and positions in Å:
C: -0.6114 0.1257 3.5634
C: -0.8366 -0.5458 2.3495
C: 1.0549 0.1730 -1.2680
N: -0.4134 0.5438 4.6006
N: -0.6505 -1.9023 2.2555
N: -1.1694 -0.0200 1.1530
N: -0.8009 -2.2115 0.9675
N: 0.6529 1.3743 -1.0831
N: -1.1480 -1.0778 0.3645
N: 2.3632 -0.0878 -1.4400
N: 0.1996 -0.8978 -1.5399
N: -0.7055 1.7855 -1.0834
O: -1.1428 -0.8125 -1.0563
H: 3.0107 0.6526 -1.5250
H: 2.6927 -1.0410 -1.4802
H: 0.5241 -1.8408 -1.6611
H: -0.6055 2.7256 -0.8435
H: -1.1577 1.7906 -1.9859
H: -1.2562 1.2662 -0.2878

Energy relative to the best compared isomer or geometry (same formula, charge and spin) (kcal per mole)
30.3, 227.9, 34.7, 124.2, 88.4, 0.0